ORCA calculation (the ωB97M-V functional and the def2-TZVPD basis) on C19H23N5O3S in the gas phase.

Properties
**Charge**: 0
**SMILES**: O=C1c2ccccc2S(=O)(=O)N1CCCCN1CCN(c2ncccn2)CC1
**HOMO energy**: -0.2956 Ha
**2S+1**: 1
**Relative energy (zero: lowest compared OMol25 entry of this formula, charge and spin)**: 132.6 kJ/mol
**LUMO energy**: -0.1 eV
**Orbital gap**: 7.96 eV

Each line ends with the Mulliken charge.
Cartesian coordinates (Å):
O: 0.45 -0.40 1.77  -0.692
C: 1.26 -0.50 0.88  0.377
C: 2.67 -0.02 0.96  -0.206
C: 3.20 0.70 2.01  -0.508
C: 4.52 1.12 1.93  -0.596
C: 5.29 0.83 0.81  -0.491
C: 4.75 0.10 -0.25  -0.832
C: 3.44 -0.31 -0.15  0.682
S: 2.45 -1.26 -1.28  1.243
O: 2.26 -0.63 -2.55  -0.615
O: 2.82 -2.64 -1.28  -0.705
N: 1.05 -1.07 -0.33  0.358
C: -0.21 -1.53 -0.88  -0.056
C: -0.68 -2.88 -0.33  -0.850
C: -1.55 -2.74 0.92  -0.412
C: -2.92 -2.10 0.64  -1.014
N: -2.81 -0.69 0.30  0.600
C: -2.68 0.18 1.45  -0.760
C: -2.66 1.65 0.99  -1.064
N: -2.23 1.71 -0.39  0.106
C: -0.94 1.90 -0.71  0.318
N: -0.56 1.66 -1.98  -0.397
C: 0.70 1.88 -2.28  -0.329
C: 1.62 2.35 -1.36  -0.470
C: 1.13 2.59 -0.09  -0.381
N: -0.12 2.37 0.25  -0.422
C: -3.14 1.07 -1.31  -0.889
C: -3.78 -0.17 -0.64  -0.765
H: 2.58 0.92 2.87  0.527
H: 4.95 1.68 2.74  0.426
H: 6.31 1.16 0.76  0.431
H: 5.34 -0.14 -1.12  0.493
H: -0.98 -0.78 -0.68  -0.654
H: -0.03 -1.60 -1.96  0.677
H: -1.26 -3.39 -1.10  0.411
H: 0.19 -3.49 -0.10  0.333
H: -1.02 -2.15 1.67  0.182
H: -1.73 -3.73 1.34  0.450
H: -3.57 -2.25 1.51  0.335
H: -3.38 -2.62 -0.21  0.357
H: -3.51 0.03 2.17  0.522
H: -1.74 -0.06 1.95  0.311
H: -1.96 2.23 1.59  0.468
H: -3.65 2.10 1.05  0.349
H: 0.97 1.66 -3.31  0.444
H: 2.65 2.52 -1.62  0.466
H: 1.76 2.98 0.70  0.609
H: -2.57 0.79 -2.20  0.416
H: -3.92 1.78 -1.60  0.406
H: -4.73 0.11 -0.15  0.380
H: -4.00 -0.92 -1.40  0.430

***

ORCA calculation (the ωB97M-V functional and the def2-TZVPD basis) on a molecular structure, C36H30F5N5OPtS.

Properties
**Charge**: 0
**HOMO energy (spin up / spin down)**: -0.1470 / -0.2802 Ha
**2S+1**: 3
**Relative energy (zero: lowest compared OMol25 entry of this formula, charge and spin)**: 116.1 kJ/mol
**LUMO energy (spin up / spin down)**: -0.2 / -2.0 eV
**Orbital gap (spin up / spin down)**: 3.82 / 5.59 eV

Each line ends with the Mulliken charge.
Cartesian coordinates (Å):
Pt: -0.71 -1.06 -2.07  0.321
C: -3.74 4.21 0.54  -1.674
C: -2.73 3.43 -0.27  0.785
C: -1.34 3.40 -0.03  -0.991
C: -0.54 2.48 -0.69  -0.470
C: -1.13 1.70 -1.73  -0.660
N: -0.30 0.81 -2.39  0.794
C: 0.60 1.15 -3.34  -0.039
C: 0.36 2.09 -4.37  -1.115
C: 1.43 2.65 -5.09  -0.956
C: 2.71 2.07 -5.05  0.475
C: 3.92 2.54 -5.81  -1.394
C: 2.88 0.91 -4.22  -0.513
C: 1.89 0.51 -3.31  1.066
N: 2.20 -0.51 -2.43  0.369
C: 3.44 -0.86 -2.00  0.149
C: 3.32 -1.81 -0.98  -1.275
C: 1.96 -2.15 -0.89  -0.036
N: 1.23 -1.34 -1.69  -0.548
C: -2.54 1.71 -1.95  1.296
C: -3.31 2.68 -1.25  -0.512
N: -3.19 0.63 -2.58  0.236
C: -4.53 0.45 -2.91  -0.231
C: -4.71 -0.82 -3.30  -1.026
C: -3.45 -1.47 -3.27  0.086
N: -2.55 -0.62 -2.78  -0.400
H: -4.38 3.49 1.07  0.342
H: -4.40 4.83 -0.04  0.382
H: -3.20 4.79 1.28  0.374
H: -0.84 4.06 0.69  0.292
H: 0.56 2.53 -0.55  0.353
H: -0.57 2.58 -4.43  0.524
H: 1.32 3.44 -5.85  0.319
H: 4.26 1.81 -6.54  0.338
H: 4.77 2.60 -5.14  0.344
H: 3.76 3.51 -6.34  0.349
H: 3.78 0.29 -4.27  0.419
H: 4.27 -0.49 -2.53  0.389
H: 4.13 -2.33 -0.50  0.423
H: 1.57 -2.88 -0.21  0.591
H: -4.36 2.78 -1.58  0.213
H: -5.27 1.23 -2.90  0.379
H: -5.64 -1.27 -3.54  0.409
H: -3.23 -2.52 -3.53  0.433
C: -0.87 -1.36 8.10  -1.395
C: -0.26 -0.40 7.12  0.339
C: 1.05 -0.50 6.65  -0.697
C: 1.67 0.42 5.77  0.892
C: 3.16 0.32 5.49  -1.711
C: 0.83 1.42 5.22  0.823
C: 1.34 2.17 4.14  -0.392
O: 0.77 2.88 3.32  -0.510
C: -0.53 1.64 5.76  0.694
C: -1.51 2.72 5.39  -1.120
C: -0.99 0.74 6.72  -0.600
H: -1.67 -1.97 7.59  0.287
H: -1.42 -0.78 8.85  0.349
H: -0.16 -2.01 8.63  0.353
H: 1.68 -1.30 7.05  0.314
H: 3.66 -0.25 6.30  0.372
H: 3.53 1.32 5.49  0.466
H: 3.34 -0.15 4.53  0.351
H: 2.46 2.05 4.06  0.150
H: -2.48 2.58 5.90  0.344
H: -1.68 2.72 4.30  0.203
H: -1.08 3.72 5.65  0.264
H: -2.01 0.91 7.11  0.220
F: 1.51 -7.94 -3.45  -0.291
C: 1.04 -6.79 -2.97  0.545
C: 1.36 -6.30 -1.72  -0.055
F: 2.23 -6.89 -0.84  -0.292
C: 0.45 -5.32 -1.28  0.265
F: 0.37 -5.13 0.08  -0.375
C: -0.37 -4.54 -2.09  0.188
S: -1.46 -3.29 -1.50  -0.384
C: -0.41 -4.95 -3.42  0.322
F: -1.22 -4.26 -4.28  -0.288
C: 0.17 -6.11 -3.85  0.042
F: -0.16 -6.56 -5.07  -0.283

***

ORCA calculation (the ωB97M-V functional and the def2-TZVPD basis) on a molecular structure, C24H69F9O11S11Si2.

Properties
**Charge**: 0
**HOMO energy**: -0.3003 Ha
**2S+1**: 1
**LUMO energy**: 0.4 eV
**Orbital gap**: 8.55 eV

Each line ends with the Mulliken charge.
Cartesian coordinates (Å):
F: 5.23 -1.59 4.47  -0.341
C: 5.62 -1.87 3.17  0.781
F: 6.36 -3.01 3.25  -0.341
C: 4.38 -2.01 2.31  -0.359
C: 3.51 -3.18 2.78  -0.954
Si: 1.76 -3.13 2.12  0.354
O: 1.26 -1.54 2.07  0.130
Si: -0.36 -1.17 2.09  0.279
C: 6.60 -0.69 2.89  0.502
F: 7.61 -0.72 3.76  -0.276
F: 5.94 0.45 3.08  -0.263
S: 7.35 -0.56 1.15  1.391
F: 6.98 -2.07 0.83  -0.295
F: 8.79 -1.03 1.65  -0.333
F: 7.78 0.95 1.42  -0.340
F: 5.95 -0.06 0.59  -0.266
F: 7.95 -0.44 -0.32  -0.293
H: 3.83 -1.07 2.46  0.322
H: 4.61 -2.08 1.25  0.205
H: 3.95 -4.12 2.42  0.374
H: 3.45 -3.21 3.87  0.557
H: 1.67 -3.74 0.77  -0.156
H: 0.88 -3.89 2.99  -0.225
H: -1.08 -1.95 3.12  -0.177
H: -0.96 -1.46 0.77  -0.141
H: -0.48 0.28 2.37  -0.176
C: 0.26 -5.62 6.91  -1.081
S: -0.35 -4.01 6.36  0.658
O: 0.55 -3.58 5.26  -0.524
C: 0.16 -3.12 7.83  -1.063
H: 0.08 -6.32 6.11  0.303
H: 1.33 -5.56 7.12  0.315
H: -0.29 -5.93 7.80  0.394
H: 1.23 -3.24 7.98  0.350
H: -0.39 -3.49 8.70  0.392
H: -0.08 -2.07 7.67  0.301
C: 5.91 -2.11 -2.19  -0.507
S: 4.19 -2.59 -2.28  0.470
O: 3.86 -3.20 -0.96  -0.550
C: 4.42 -3.93 -3.45  -0.999
H: 5.96 -1.30 -1.47  -0.100
H: 6.50 -2.96 -1.84  0.365
H: 6.26 -1.76 -3.16  0.389
H: 5.12 -4.65 -3.03  0.283
H: 4.79 -3.53 -4.39  0.376
H: 3.45 -4.40 -3.60  0.354
C: -0.31 3.20 -1.90  -0.571
S: 0.09 1.48 -1.59  0.559
O: -1.09 0.87 -0.92  -0.592
C: 1.31 1.77 -0.31  -0.827
H: -1.10 3.24 -2.64  -0.137
H: -0.66 3.66 -0.98  0.345
H: 0.57 3.72 -2.28  0.368
H: 0.85 2.32 0.51  0.309
H: 2.15 2.33 -0.73  0.402
H: 1.65 0.80 0.05  0.123
C: -5.15 -1.61 4.41  -0.949
S: -4.13 -1.92 5.85  0.511
O: -3.04 -2.84 5.41  -0.575
C: -5.34 -2.90 6.74  -0.923
H: -4.56 -1.03 3.70  0.296
H: -5.45 -2.55 3.96  0.299
H: -6.03 -1.03 4.71  0.355
H: -5.62 -3.76 6.13  0.362
H: -6.20 -2.27 6.98  0.290
H: -4.87 -3.23 7.67  0.299
C: -4.69 4.23 -2.93  -0.969
S: -3.64 5.08 -4.10  0.568
O: -2.27 5.12 -3.50  -0.529
C: -4.38 6.70 -3.90  -1.086
H: -4.37 3.19 -2.88  0.231
H: -4.59 4.70 -1.95  0.373
H: -5.72 4.28 -3.28  0.398
H: -4.32 7.02 -2.86  0.260
H: -5.42 6.65 -4.22  0.432
H: -3.84 7.41 -4.52  0.357
C: -2.17 1.33 -4.89  -0.883
S: -3.21 1.27 -6.35  0.405
O: -4.45 2.03 -6.03  -0.612
C: -3.62 -0.47 -6.22  -0.944
H: -1.84 2.37 -4.77  0.147
H: -2.74 1.02 -4.01  0.346
H: -1.30 0.69 -5.03  0.501
H: -4.09 -0.67 -5.26  0.325
H: -2.71 -1.07 -6.33  0.300
H: -4.31 -0.71 -7.02  0.400
C: 0.14 8.05 -3.47  -1.061
S: -1.55 8.25 -2.91  0.797
O: -2.25 9.05 -3.95  -0.694
C: -1.18 9.40 -1.57  -1.100
H: 0.12 7.40 -4.34  0.298
H: 0.55 9.03 -3.74  0.382
H: 0.73 7.59 -2.67  0.353
H: -0.68 10.28 -1.97  0.338
H: -0.55 8.90 -0.83  0.359
H: -2.12 9.68 -1.11  0.310
C: 6.76 2.26 -5.02  -0.903
S: 7.45 0.65 -5.40  0.391
O: 6.53 -0.35 -4.79  -0.566
C: 8.87 0.78 -4.30  -0.778
H: 5.83 2.36 -5.57  0.313
H: 6.57 2.33 -3.95  0.261
H: 7.46 3.04 -5.33  0.377
H: 8.52 0.95 -3.28  0.147
H: 9.51 1.59 -4.63  0.394
H: 9.41 -0.17 -4.36  0.314
C: -1.86 -4.73 -8.23  -0.976
S: -3.08 -4.01 -7.13  0.589
O: -2.32 -3.37 -6.02  -0.596
C: -3.70 -5.57 -6.48  -0.990
H: -1.33 -3.91 -8.70  0.310
H: -1.17 -5.35 -7.65  0.312
H: -2.37 -5.33 -8.99  0.365
H: -2.88 -6.12 -6.02  0.308
H: -4.15 -6.14 -7.29  0.364
H: -4.45 -5.34 -5.73  0.326
C: -8.48 1.20 7.66  -0.923
S: -7.47 0.87 9.11  0.448
O: -6.38 -0.05 8.68  -0.538
C: -8.69 -0.14 9.97  -0.925
H: -7.88 1.78 6.97  0.314
H: -8.77 0.25 7.20  0.277
H: -9.36 1.76 7.96  0.379
H: -8.96 -0.99 9.34  0.288
H: -9.57 0.46 10.20  0.368
H: -8.23 -0.49 10.89  0.315

***

ORCA calculation (the ωB97M-V functional and the def2-TZVPD basis) on a molecular structure, C12H10BrF3GaO2.

Properties
**Charge**: -1
**HOMO energy**: -0.1339 Ha
**2S+1**: 1
**LUMO energy**: 2.9 eV
**Orbital gap**: 6.59 eV

Each line ends with the Mulliken charge.
Cartesian coordinates (Å):
C: 0.68 -0.24 -2.62  -0.331
C: 0.06 1.01 -2.49  -1.086
C: 0.72 1.74 -1.42  0.086
H: -0.69 1.43 -3.16  0.401
C: 1.81 0.88 -0.95  -0.780
C: 1.75 -0.32 -1.68  -0.600
H: 2.44 -1.16 -1.55  0.391
H: 0.43 -1.00 -3.37  0.477
H: 0.69 2.82 -1.26  0.564
H: 2.63 1.21 -0.31  0.462
Ga: -0.69 0.95 0.14  1.073
Br: -2.66 1.88 -0.41  -0.462
C: -1.62 -1.47 0.99  -0.465
C: -0.44 -2.20 0.66  -0.713
C: -0.47 -2.50 -0.72  -0.367
H: 0.34 -2.53 1.36  0.356
C: -1.67 -1.97 -1.27  -0.568
C: -2.40 -1.36 -0.22  -0.880
H: -3.44 -1.02 -0.27  0.553
H: -1.98 -1.25 1.99  0.542
H: 0.30 -3.07 -1.24  0.484
H: -1.99 -2.04 -2.31  0.417
F: 1.16 2.68 4.08  -0.251
C: 1.11 1.49 3.47  0.887
F: 2.35 0.97 3.34  -0.254
F: 0.35 0.63 4.20  -0.241
C: 0.54 1.55 2.03  0.365
O: 0.15 2.57 1.40  -0.650
O: 0.55 0.36 1.57  -0.408

***

Computed strongest force on any atom (eV Å⁻¹) in order:
0.97; 4.42; 0.70; 2.42